Model A:
The following is a quantum chemistry calculation of 20 unconnected molecules or ions with the total composition H39O20, from OMol25.

The LUMO energy comes out at 2.13 eV. As for the orbital gap: 9.515 eV. Its charge is -1. The value obtained for the HOMO energy is -7.39 eV.

Last column: Löwdin charge in e.
CARTESIAN COORDINATES (ANGSTROEM)
O1 0.749 -0.970 -1.107  -0.19
O2 1.959 0.926 3.666  -0.07
O3 2.272 3.948 -0.156  -0.05
O4 2.221 -2.862 3.746  -0.08
O5 0.362 1.140 0.206  -0.24
O6 1.429 -0.966 -5.346  -0.06
O7 -2.381 -1.439 2.951  -0.04
O8 1.007 -4.379 -2.009  -0.06
O9 3.179 -0.102 -1.767  -0.10
O10 -0.745 1.350 5.345  -0.06
O11 -2.333 -2.014 0.029  -0.06
O12 5.000 2.135 1.321  -0.05
O13 -4.056 2.402 -2.558  -0.04
O14 -4.010 -2.315 -3.595  -0.07
O15 1.854 -4.791 0.821  -0.01
O16 -0.968 2.284 -3.589  -0.06
O17 -1.497 2.883 2.120  -0.05
O18 -1.796 0.013 -2.770  -0.05
O19 -4.079 3.870 0.330  -0.07
O20 1.108 -0.688 1.642  -0.20
H1 1.117 -3.978 -1.141  -0.01
H2 1.586 0.090 3.327  0.00
H3 2.001 -0.438 1.874  -0.01
H4 -0.729 1.341 -3.608  0.01
H5 1.414 -2.499 3.330  0.02
H6 -2.921 -0.644 2.908  0.05
H7 0.464 -0.008 -0.587  0.02
H8 1.960 3.115 -0.515  0.00
H9 -1.739 3.562 2.755  0.04
H10 1.157 -1.413 -0.357  0.00
H11 -1.264 -0.610 -2.262  0.03
H12 -2.578 -1.880 3.773  0.03
H13 -3.322 -2.436 -2.917  0.03
H14 2.436 1.485 3.056  0.03
H15 -1.106 0.598 5.810  0.02
H16 -1.377 -2.100 0.125  0.02
H17 2.288 -4.181 0.265  0.01
H18 0.568 -0.676 -5.009  0.03
H19 -4.444 3.084 -0.081  0.01
H20 5.668 1.463 1.186  0.03
H21 0.583 0.151 1.077  0.01
H22 -0.544 2.487 -2.769  0.02
H23 0.733 -3.581 -2.485  0.03
H24 -2.658 -2.103 0.933  0.00
H25 3.414 -0.606 -2.545  0.01
H26 -3.159 3.667 0.532  0.01
H27 -3.162 2.064 -2.708  0.00
H28 2.260 -0.327 -1.471  -0.03
H29 -4.119 -1.389 -3.345  0.01
H30 1.271 1.362 -0.031  -0.02
H31 1.632 4.083 0.548  0.04
H32 -2.458 0.332 -2.154  0.04
H33 -4.602 1.623 -2.640  0.03
H34 2.715 -2.506 2.992  0.02
H35 -0.228 1.165 4.549  0.01
H36 1.629 -0.138 -5.783  0.03
H37 -0.676 2.519 2.428  0.00
H38 4.626 2.448 0.498  0.02
H39 2.287 -5.548 1.161  0.03

=====

Model B:
The following is a quantum chemistry calculation of 20 unconnected molecules or ions with the total composition H39O20, from OMol25.

The LUMO energy comes out at 1.97 eV. As for the orbital gap: 8.802 eV. Its charge is -1. The value obtained for the HOMO energy is -6.84 eV.

Last column: Löwdin charge in e.
CARTESIAN COORDINATES (ANGSTROEM)
O1 0.776 1.503 -5.725  -0.09
O2 -1.639 -0.696 3.026  -0.06
O3 -3.483 3.002 -2.415  -0.08
O4 4.994 1.809 -1.533  -0.07
O5 1.882 -0.762 -0.843  -0.08
O6 -0.945 3.012 -0.180  -0.05
O7 -2.996 -2.751 3.846  -0.07
O8 1.648 -1.530 -3.986  -0.05
O9 0.365 -3.088 -1.621  -0.19
O10 -3.200 -0.149 -1.291  -0.08
O11 3.963 0.880 1.172  -0.05
O12 0.497 -4.817 1.106  -0.13
O13 -2.450 -3.604 1.252  -0.04
O14 1.844 0.533 4.580  -0.06
O15 -1.297 3.980 2.398  -0.05
O16 -0.683 -0.991 -2.518  -0.37
O17 -1.459 1.872 3.687  -0.07
O18 1.223 -1.945 2.615  -0.04
O19 1.417 2.278 -0.477  -0.04
O20 -0.349 1.521 -3.159  -0.12
H1 2.213 -1.593 -1.246  0.04
H2 -0.379 -4.329 1.004  0.02
H3 0.291 1.641 -2.456  -0.01
H4 0.777 -4.550 0.161  0.05
H5 -0.567 -3.070 -1.243  0.04
H6 3.117 0.427 1.071  0.00
H7 -3.975 2.849 -1.582  0.04
H8 -3.345 -3.738 1.579  0.05
H9 -2.250 -2.757 0.857  0.05
H10 -0.501 2.907 -1.020  0.01
H11 -3.386 -2.068 3.283  0.03
H12 -0.545 2.467 0.487  0.01
H13 1.847 1.538 -0.050  0.01
H14 0.126 -2.304 -2.307  -0.01
H15 -0.606 0.520 -3.016  0.01
H16 -1.121 4.705 1.804  0.06
H17 4.457 0.975 -1.563  0.04
H18 0.262 0.702 -5.608  0.01
H19 1.237 -0.043 4.113  -0.02
H20 1.990 -2.466 2.332  0.06
H21 4.492 0.362 0.558  0.03
H22 -2.457 0.138 -1.853  0.00
H23 4.770 2.117 -2.417  0.03
H24 0.773 -1.823 -3.752  -0.01
H25 1.631 -1.504 3.364  0.01
H26 -0.914 3.196 2.014  0.00
H27 0.234 2.180 -5.275  0.02
H28 1.021 -0.834 -1.314  0.01
H29 1.319 1.382 4.458  0.07
H30 -1.561 -1.389 -2.591  -0.01
H31 1.637 3.087 -0.019  0.06
H32 -1.874 1.033 3.451  -0.01
H33 -0.642 -0.627 3.026  0.06
H34 -2.920 0.323 -0.470  0.05
H35 -1.731 2.757 3.478  -0.02
H36 -2.679 2.553 -2.124  -0.02
H37 2.106 -0.958 -3.383  0.01
H38 -2.009 -0.609 3.904  0.04
H39 -2.601 -3.354 3.209  0.00

=====

model A has the most favorable energy; the next structure is 0.794 eV above.

=====

Model A:
The following is a quantum chemistry calculation of 2 unconnected molecules or ions with the total composition C3H9N2O, from OMol25.

The LUMO energy comes out at 4.34 eV. As for the orbital gap: 6.408 eV. Its charge is -1. The value obtained for the HOMO energy is -2.07 eV.

Last column: Löwdin charge in e.
CARTESIAN COORDINATES (ANGSTROEM)
O1 -0.554 -0.353 2.393  -0.21
N1 1.985 0.911 -2.268  -0.07
N2 -0.177 -1.186 -0.029  -0.08
C1 1.028 -0.119 -1.895  -0.32
C2 -1.768 0.313 2.455  -0.26
C3 0.649 -0.286 -0.598  -0.38
H1 -2.578 -0.320 2.851  0.05
H2 1.621 1.534 -2.979  0.02
H3 2.845 0.524 -2.632  0.02
H4 -1.700 1.193 3.112  0.05
H5 1.088 0.428 0.101  0.09
H6 0.633 -0.784 -2.664  0.05
H7 -0.449 -0.710 1.429  -0.02
H8 -2.092 0.663 1.471  0.06
H9 -0.531 -1.809 -0.747  0.00

=====

Model B:
The following is a quantum chemistry calculation of a gas-phase ion, C3H9N2O (charge -1), from OMol25.

The LUMO energy comes out at 4.44 eV. As for the orbital gap: 6.216 eV. Its charge is -1. The value obtained for the HOMO energy is -1.78 eV. As for the SMILES: CCN([O-])NC.

Last column: Löwdin charge in e.
CARTESIAN COORDINATES (ANGSTROEM)
O1 1.649 0.964 -0.428  -0.35
N1 0.663 0.657 0.346  -0.33
N2 0.599 -0.991 0.396  -0.10
C1 -0.666 1.067 -0.297  -0.27
C2 -1.899 0.878 0.639  -0.16
C3 1.532 -1.516 -0.578  -0.23
H1 -0.728 0.338 -1.171  0.10
H2 0.828 -1.021 1.360  0.04
H3 -0.776 2.107 -0.672  0.09
H4 -1.504 0.897 1.644  0.04
H5 2.458 -2.041 -0.214  0.05
H6 1.765 -0.466 -0.929  0.02
H7 -2.740 1.565 0.379  0.05
H8 1.153 -2.318 -1.189  0.02
H9 -2.333 -0.120 0.712  0.04

=====

model A has the most favorable energy; the next structure is 3.189 eV above.

=====

Model A:
The following is a quantum chemistry calculation of a single C3H7N3S molecule, from OMol25.

The LUMO energy comes out at 0.78 eV. As for the orbital gap: 9.527 eV. The value obtained for the HOMO energy is -8.75 eV. As for the SMILES: [H]/N=C(/NC)SN=C.

Last column: Löwdin charge in e.
CARTESIAN COORDINATES (ANGSTROEM)
S1 0.427 -0.688 -0.373  0.95
N1 1.847 0.158 0.111  -0.38
N2 -0.225 1.714 0.126  0.08
N3 -2.014 0.368 -0.270  -0.05
C1 -0.714 0.588 -0.162  -0.86
C2 -2.534 -0.854 0.467  -0.09
C3 2.990 -0.284 0.272  -0.17
H1 -2.131 -0.889 1.561  0.12
H2 3.316 -1.392 0.396  0.09
H3 -3.637 -1.002 0.229  0.10
H4 3.806 0.585 0.410  0.11
H5 -2.158 -1.677 -0.006  0.00
H6 -2.490 1.192 -0.059  0.10
H7 0.756 1.810 0.209  0.00

=====

Model B:
The following is a quantum chemistry calculation of a single C3H7N3S molecule, from OMol25.

The LUMO energy comes out at 0.32 eV. As for the orbital gap: 9.243 eV. The value obtained for the HOMO energy is -8.92 eV. As for the SMILES: [H]/N=C\N(C)NC=S.

Last column: Löwdin charge in e.
CARTESIAN COORDINATES (ANGSTROEM)
S1 2.405 2.375 1.323  0.61
N1 0.718 0.319 1.090  -0.05
N2 -0.137 -0.383 0.234  -0.22
N3 -2.398 -0.217 -0.551  0.08
C1 1.235 1.476 0.662  -0.78
C2 -1.441 -0.001 0.306  -0.29
C3 0.268 -1.150 -0.884  -0.08
H1 0.622 1.927 -0.175  0.10
H2 1.284 -0.237 1.808  0.18
H3 -0.290 -2.087 -0.944  0.09
H4 -2.036 -0.699 -1.373  0.01
H5 -1.719 0.664 1.176  0.14
H6 0.129 -0.645 -1.927  0.12
H7 1.362 -1.344 -0.745  0.10

=====

model B has the most favorable energy; the next structure is 0.573 eV above.

=====

Model A:
The following is a quantum chemistry calculation of a molecular structure, C3H7N3S, from OMol25.

The LUMO energy comes out at 0.55 eV. As for the orbital gap: 9.045 eV. The value obtained for the HOMO energy is -8.49 eV.

Last column: Löwdin charge in e.
CARTESIAN COORDINATES (ANGSTROEM)
S1 -0.228 1.605 -1.217  0.70
N1 -1.628 0.843 -0.979  -0.49
N2 -0.586 -1.204 0.029  -0.05
N3 0.354 -0.427 0.789  -0.05
C1 1.123 -1.410 1.225  -0.34
C2 -1.502 -0.486 -0.510  -0.32
C3 2.428 -1.021 1.854  -0.18
H1 -2.622 1.241 -1.062  0.13
H2 2.030 -0.077 2.889  0.17
H3 0.215 2.061 0.097  -0.08
H4 -2.324 -1.172 -0.733  0.11
H5 0.703 -2.455 0.990  0.12
H6 3.221 -2.110 2.144  0.14
H7 3.149 -0.157 0.859  0.17

=====

Model B:
The following is a quantum chemistry calculation of a single C3H7N3S molecule, from OMol25.

The LUMO energy comes out at 0.39 eV. As for the orbital gap: 8.473 eV. The value obtained for the HOMO energy is -8.08 eV. As for the SMILES: CN/N=C\C=N\S.

Last column: Löwdin charge in e.
CARTESIAN COORDINATES (ANGSTROEM)
S1 -3.339 -0.443 0.029  0.71
N1 1.090 0.980 -0.047  0.01
N2 -1.657 -0.054 0.022  -0.44
N3 0.981 -0.321 -0.130  -0.12
C1 2.165 -1.185 0.081  -0.07
C2 0.008 1.718 0.005  -0.17
C3 -1.358 1.215 0.006  -0.27
H1 -2.187 1.978 0.094  0.10
H2 0.129 2.771 0.088  0.07
H3 0.012 -0.710 -0.092  0.09
H4 2.337 -1.319 1.171  0.07
H5 3.022 -0.719 -0.463  0.08
H6 -3.159 -1.666 -0.474  -0.16
H7 1.957 -2.246 -0.289  0.09

=====

Model C:
The following is a quantum chemistry calculation of a single C3H7N3S molecule, from OMol25.

The LUMO energy comes out at 0.59 eV. As for the orbital gap: 9.309 eV. The value obtained for the HOMO energy is -8.72 eV. As for the SMILES: CN/C=N\C=N/S.

Last column: Löwdin charge in e.
CARTESIAN COORDINATES (ANGSTROEM)
S1 -2.419 -0.428 -0.665  0.62
N1 -1.766 0.120 0.928  -0.36
N2 -0.028 -1.516 0.550  0.03
N3 1.379 -0.157 -0.577  -0.08
C1 0.924 -1.378 -0.282  -0.30
C2 0.828 1.121 -0.089  -0.10
C3 -0.717 -0.417 1.265  -0.45
H1 -0.367 1.047 0.130  0.07
H2 1.274 1.180 0.885  0.06
H3 -0.101 0.234 2.087  0.16
H4 1.531 -2.262 -0.834  0.17
H5 1.720 -0.145 -1.544  0.12
H6 -3.341 0.781 -0.899  -0.06
H7 1.083 1.821 -0.955  0.11

=====

model B has the most favorable energy; the next structure is 1.564 eV above.

=====

Model A:
The following is a quantum chemistry calculation of a single C3H7N3S molecule, from OMol25.

The LUMO energy comes out at 0.36 eV. As for the orbital gap: 9.612 eV. The value obtained for the HOMO energy is -9.26 eV. As for the SMILES: [H]/N=C(/NS)N1CC1.

Last column: Löwdin charge in e.
CARTESIAN COORDINATES (ANGSTROEM)
S1 3.322 -0.138 -0.045  0.60
N1 -0.630 -0.192 0.615  -0.08
N2 0.775 1.589 -0.244  0.10
N3 1.560 -0.635 -0.269  -0.33
C1 -1.489 -1.036 -0.242  -0.10
C2 -1.610 0.465 -0.005  -0.29
C3 0.634 0.323 0.016  -0.62
H1 -2.533 1.047 0.417  0.14
H2 -2.123 -1.619 0.463  0.10
H3 -0.198 1.931 0.009  0.05
H4 -1.069 0.990 -0.964  0.14
H5 -1.302 -1.295 -1.388  0.15
H6 3.431 0.220 1.528  -0.03
H7 1.231 -1.648 0.109  0.16

=====

Model B:
The following is a quantum chemistry calculation of a single C3H7N3S molecule, from OMol25.

The LUMO energy comes out at 0.31 eV. As for the orbital gap: 8.927 eV. The value obtained for the HOMO energy is -8.62 eV. As for the SMILES: [H]/N=C\N(C)C(N)=S.

Last column: Löwdin charge in e.
CARTESIAN COORDINATES (ANGSTROEM)
S1 -2.487 -0.371 -0.390  0.63
N1 -0.308 -1.849 0.258  0.06
N2 2.138 -0.723 -0.591  0.06
N3 0.072 0.375 0.015  -0.20
C1 -0.636 1.721 0.061  -0.16
C2 -0.878 -0.679 -0.005  -0.89
C3 1.456 0.274 -0.167  -0.29
H1 2.000 1.259 0.026  0.13
H2 0.216 2.619 -0.278  0.13
H3 -1.534 1.649 -0.778  0.04
H4 0.380 -1.790 1.088  0.17
H5 -1.107 1.797 1.308  0.16
H6 1.630 -1.666 -0.624  0.06
H7 -0.941 -2.615 0.077  0.10

=====

Model C:
The following is a quantum chemistry calculation of a single C3H7N3S molecule, from OMol25.

The LUMO energy comes out at -0.42 eV. As for the orbital gap: 8.434 eV. The value obtained for the HOMO energy is -8.86 eV. As for the SMILES: NC/C=N\NC=S.

Last column: Löwdin charge in e.
CARTESIAN COORDINATES (ANGSTROEM)
S1 0.104 1.418 -2.427  0.62
N1 -1.500 -0.680 2.737  -0.14
N2 0.892 -1.423 0.400  0.04
N3 0.462 -0.839 -0.761  -0.11
C1 -0.592 0.162 1.826  -0.32
C2 0.682 -0.699 1.520  -0.12
C3 0.433 0.495 -1.129  -0.77
H1 -1.172 0.126 0.947  0.05
H2 -1.808 -1.712 2.115  0.15
H3 0.598 1.059 -0.165  0.05
H4 -0.495 1.177 2.467  0.16
H5 1.046 -0.985 2.565  0.12
H6 -2.657 -0.240 2.654  0.15
H7 0.701 -1.259 -1.670  0.13

=====

model B has the most favorable energy; the next structure is 2.360 eV above.

=====

Model A:
The following is a quantum chemistry calculation of a single C8H14O2 molecule, from OMol25.

The LUMO energy comes out at 0.37 eV. As for the orbital gap: 8.720 eV. The value obtained for the HOMO energy is -8.35 eV. As for the SMILES: C/C(C=O)=C(/O)C(C)(C)C.

Last column: Löwdin charge in e.
CARTESIAN COORDINATES (ANGSTROEM)
O1 -0.730 1.956 0.181  0.03
O2 -4.069 0.106 0.227  0.04
C1 -1.710 -0.222 0.031  -0.15
C2 -0.480 0.646 -0.028  -0.14
C3 -1.716 -1.688 -0.177  -0.04
C4 1.340 -0.721 -1.167  -0.03
C5 1.100 -0.517 1.386  -0.04
C6 1.818 1.378 -0.179  -0.06
C7 -2.928 0.480 0.198  -0.30
C8 0.954 0.106 0.074  -0.53
H1 -2.739 1.611 0.104  0.13
H2 -0.088 2.589 -0.100  0.09
H3 -1.104 -1.858 -1.031  0.05
H4 0.949 0.168 2.217  0.10
H5 2.372 -1.094 -0.993  0.10
H6 -2.692 -2.081 -0.206  0.07
H7 2.815 1.130 -0.287  0.06
H8 0.305 -1.241 1.502  0.07
H9 1.524 -0.016 -1.919  0.06
H10 1.761 2.148 0.639  0.11
H11 0.800 -1.662 -1.479  0.10
H12 1.521 1.895 -1.053  0.08
H13 -1.212 -2.232 0.583  0.06
H14 2.207 -0.881 1.477  0.14

=====

Model B:
The following is a quantum chemistry calculation of 2 unconnected molecules or ions with the total composition C8H14O2, from OMol25.

The LUMO energy comes out at 0.83 eV. As for the orbital gap: 9.324 eV. The value obtained for the HOMO energy is -8.50 eV. As for the SMILES: C=C1O[C@@H]1C.C/C=C(/C)O.

Last column: Löwdin charge in e.
CARTESIAN COORDINATES (ANGSTROEM)
O1 1.218 0.554 -0.641  0.03
O2 -1.010 -1.615 3.190  0.04
C1 0.292 -2.182 1.217  -0.04
C2 -1.520 -0.556 1.148  -0.08
C3 1.474 -0.089 -3.074  -0.01
C4 -0.747 -1.383 1.855  -0.44
C5 -2.426 0.493 1.792  -0.07
C6 0.740 0.738 -2.013  -0.23
C7 1.472 3.115 -1.081  0.09
C8 1.186 1.832 -1.141  -0.27
H1 1.237 -1.699 1.616  0.12
H2 2.413 0.340 -3.184  0.06
H3 1.518 3.721 -1.909  0.04
H4 1.659 3.405 -0.121  0.03
H5 0.863 -0.113 -3.925  0.06
H6 -1.966 1.480 1.965  0.09
H7 0.371 -2.138 0.166  0.06
H8 -1.110 -0.247 0.252  0.05
H9 -0.995 -2.583 3.153  0.10
H10 -3.311 0.714 1.278  0.04
H11 -0.298 0.519 -2.074  0.12
H12 0.218 -3.250 1.520  0.09
H13 -2.710 0.096 2.699  0.03
H14 1.431 -1.150 -2.690  0.11

=====

model A has the most favorable energy; the next structure is 1.753 eV above.